1.
Here is 10 unconnected molecules or ions with the total composition C45H110N5O25P5 at a distorted geometry from the Open Molecules 2025 dataset. Energies are from ωB97M-V/def2-TZVPD.

Geometry as ORCA input:
```
! wB97M-V def2-TZVPD RIJCOSX def2/J DEFGRID3
* xyz 0 1
C 8.962 -0.421 -3.169
O 9.037 -1.619 -3.580
N 7.881 0.244 -2.791
C 7.906 1.696 -2.460
C 6.560 -0.365 -2.902
H 9.861 0.171 -3.403
H 8.930 2.065 -2.501
H 7.351 1.761 -1.524
H 7.353 2.148 -3.284
H 6.634 -1.369 -3.320
H 5.962 -0.290 -1.994
H 5.872 0.156 -3.568
C 2.630 3.259 0.708
O 2.355 3.889 1.784
N 3.904 2.958 0.272
C 4.046 2.477 -1.096
C 5.080 3.222 1.120
H 1.838 3.040 -0.026
H 4.965 2.927 -1.471
H 3.177 2.781 -1.680
H 4.182 1.396 -1.072
H 5.747 2.364 1.028
H 5.692 4.037 0.735
H 4.793 3.354 2.163
C 0.171 1.004 -8.303
O 1.012 0.420 -7.609
N -1.125 1.039 -8.027
C -1.666 0.204 -6.965
C -2.096 1.707 -8.843
H 0.428 1.373 -9.308
H -2.656 -0.125 -7.280
H -2.003 0.824 -6.135
H -1.160 -0.705 -6.641
H -1.541 2.489 -9.361
H -2.569 1.035 -9.558
H -2.958 1.940 -8.217
C -1.420 4.332 -1.423
O -0.281 3.984 -1.259
N -2.397 4.520 -0.500
C -3.475 5.442 -0.771
C -2.181 4.092 0.875
H -1.697 4.732 -2.411
H -4.115 5.455 0.110
H -4.031 5.265 -1.692
H -3.087 6.458 -0.846
H -1.217 3.584 0.845
H -2.287 4.872 1.628
H -2.950 3.389 1.195
C 4.270 -3.522 -3.391
O 4.004 -4.623 -2.866
N 4.340 -3.403 -4.723
C 4.574 -2.185 -5.441
C 4.159 -4.497 -5.598
H 4.317 -2.575 -2.832
H 5.592 -2.112 -5.824
H 4.358 -1.446 -4.669
H 3.828 -2.145 -6.234
H 3.738 -5.386 -5.129
H 3.358 -4.211 -6.279
H 4.988 -4.830 -6.223
C -1.129 1.285 8.639
C -0.563 0.071 7.989
O -1.633 -0.783 7.557
P -1.306 -2.302 6.919
O 0.110 -2.655 6.597
O -1.901 -3.408 7.956
C -2.518 -4.665 7.666
C -1.710 -5.498 6.678
O -2.284 -2.480 5.597
C -1.826 -1.725 4.469
C -2.016 -2.709 3.361
H -1.537 1.020 9.614
H -0.431 2.110 8.782
H -2.057 1.740 8.293
H -0.058 0.497 7.122
H 0.040 -0.510 8.687
H -2.632 -5.341 8.513
H -3.479 -4.387 7.232
H -2.226 -6.445 6.518
H -1.418 -4.895 5.818
H -0.662 -5.687 6.911
H -2.365 -0.778 4.504
H -0.766 -1.473 4.480
H -2.952 -3.264 3.425
H -2.051 -2.228 2.384
H -1.257 -3.473 3.528
C -4.927 -2.897 -0.311
C -3.423 -3.334 -0.176
O -3.562 -4.276 0.872
P -3.728 -5.896 0.565
O -4.046 -6.345 -0.804
O -2.417 -6.529 1.215
C -2.379 -7.946 1.425
C -0.959 -8.453 1.701
O -4.786 -6.479 1.654
C -5.693 -5.665 2.308
C -6.380 -6.652 3.201
H -5.354 -2.401 0.560
H -4.969 -2.095 -1.048
H -5.688 -3.545 -0.745
H -3.142 -3.737 -1.148
H -2.705 -2.580 0.147
H -3.066 -8.290 2.198
H -2.639 -8.525 0.539
H -1.115 -9.458 2.094
H -0.412 -8.559 0.764
H -0.622 -7.863 2.553
H -5.096 -4.961 2.888
H -6.229 -5.084 1.557
H -7.108 -6.198 3.874
H -6.784 -7.516 2.672
H -5.634 -7.033 3.898
C 3.397 -1.678 7.675
C 4.879 -1.119 7.696
O 5.081 0.097 6.921
P 5.428 -0.041 5.361
O 6.281 -1.244 4.898
O 6.295 1.373 5.063
C 7.534 1.587 5.621
C 7.442 2.094 7.087
O 4.007 0.099 4.609
C 3.144 1.188 4.854
C 1.844 0.970 4.015
H 2.823 -1.492 6.767
H 3.453 -2.749 7.869
H 2.824 -1.147 8.437
H 5.164 -1.052 8.746
H 5.577 -1.910 7.421
H 8.163 0.706 5.745
H 8.235 2.157 5.010
H 8.323 2.663 7.384
H 6.527 2.654 7.280
H 7.382 1.304 7.836
H 2.785 1.042 5.872
H 3.515 2.198 4.681
H 2.251 0.747 3.029
H 1.172 0.237 4.460
H 1.196 1.829 3.842
C -3.515 8.432 -5.759
C -4.681 7.746 -6.550
O -4.608 6.328 -6.428
P -5.052 5.564 -5.114
O -4.294 5.921 -3.910
O -6.608 5.963 -4.986
C -7.103 5.731 -3.644
C -7.253 7.025 -2.810
O -5.110 4.070 -5.592
C -4.559 2.952 -4.802
C -4.552 1.750 -5.742
H -3.618 8.331 -4.678
H -2.512 8.157 -6.086
H -3.499 9.522 -5.757
H -5.681 8.088 -6.284
H -4.535 7.937 -7.613
H -8.124 5.348 -3.649
H -6.566 5.034 -3.000
H -6.296 7.545 -2.767
H -7.986 7.691 -3.264
H -7.527 6.880 -1.765
H -3.551 3.284 -4.554
H -5.170 2.869 -3.903
H -5.468 1.173 -5.617
H -4.439 1.951 -6.807
H -4.018 0.917 -5.283
C 0.059 -3.821 -1.715
C 0.898 -2.705 -1.234
O 0.781 -1.457 -1.961
P 1.621 -0.156 -1.579
O 3.109 -0.280 -1.843
O 0.984 1.033 -2.456
C 0.687 0.880 -3.775
C 0.025 2.088 -4.375
O 1.164 0.155 -0.084
C -0.094 0.736 0.277
C -0.811 -0.268 1.231
H 0.129 -3.908 -2.800
H 0.483 -4.661 -1.166
H -0.964 -3.813 -1.339
H 0.616 -2.464 -0.209
H 1.949 -2.985 -1.167
H 1.622 0.651 -4.287
H 0.097 -0.027 -3.907
H 0.475 3.048 -4.122
H -0.118 1.993 -5.451
H -0.988 2.369 -4.086
H 0.131 1.747 0.615
H -0.666 0.722 -0.651
H -1.887 -0.095 1.235
H -0.775 -1.287 0.846
H -0.385 -0.194 2.232
*
```

## Properties
SMILES string: CCOP(=O)(OCC)OCC.CCOP(=O)(OCC)OCC.CCOP(=O)(OCC)OCC.CCOP(=O)(OCC)OCC.CCOP(=O)(OCC)OCC.CN(C)C=O.CN(C)C=O.CN(C)C=O.CN(C)C=O.CN(C)C=O
ΔE to the lowest compared entry with this formula, charge and spin in eV: 2.115
Frontier orbital gap in eV: 8.505
HOMO in eV: -8.648

---

2.
Here is 16 unconnected molecules or ions with the total composition C45H112BBrNO19S at a distorted geometry from the Open Molecules 2025 dataset. Energies are from ωB97M-V/def2-TZVPD.

Geometry as ORCA input:
```
! wB97M-V def2-TZVPD RIJCOSX def2/J DEFGRID3
* xyz 1 1
C -2.352 -0.609 6.961
C -3.538 0.539 6.844
C -3.008 1.952 6.168
C -3.393 2.102 4.567
C -4.583 3.188 4.258
C -4.324 4.078 2.872
C -5.206 3.501 1.598
C -4.311 3.098 0.284
C -3.297 1.802 0.584
C -1.923 2.053 -0.339
C -1.169 0.609 -0.531
N -1.071 0.352 -2.007
C 0.120 -0.400 -2.508
C 0.227 -0.240 -4.170
C -0.631 -1.477 -4.896
C 0.379 -2.737 -5.270
S -0.302 -4.268 -4.359
C 1.563 -0.087 -1.864
C 1.560 0.909 -0.516
C 1.373 2.415 -1.132
B 2.730 3.117 -1.739
O 2.906 4.587 -1.532
O 3.815 2.424 -2.483
C 2.976 0.579 0.200
C 3.538 1.550 1.360
C 2.985 2.996 1.873
C 3.725 3.884 3.071
C 5.093 3.333 3.826
C 5.845 4.222 4.981
C 5.666 1.876 3.319
C 4.916 1.010 2.147
C 0.211 0.411 0.340
Br 0.267 -1.589 0.758
C 0.060 1.121 1.809
C 0.854 0.393 3.045
O -0.047 -0.448 3.903
C 0.641 -1.679 4.323
O -0.118 -2.808 4.347
H -2.217 -0.937 8.085
H -1.285 -0.213 6.604
H -2.664 -1.595 6.371
H -3.915 0.754 7.945
H -4.470 0.095 6.269
H -1.829 1.962 6.340
H -3.467 2.825 6.829
H -2.402 2.338 3.964
H -3.785 1.045 4.199
H -5.596 2.567 4.201
H -4.681 3.891 5.212
H -3.162 4.107 2.612
H -4.627 5.180 3.134
H -5.882 2.620 2.003
H -5.941 4.362 1.275
H -5.057 2.775 -0.582
H -3.616 3.996 -0.076
H -3.897 0.844 0.236
H -3.085 1.837 1.735
H -1.279 2.899 0.146
H -2.351 2.516 -1.353
H -1.929 -0.205 -0.099
H -1.929 -0.222 -2.270
H -1.153 1.222 -2.617
H -0.106 -1.561 -2.343
H 1.331 -0.365 -4.563
H -0.224 0.765 -4.563
H -1.021 -1.028 -5.921
H -1.575 -1.801 -4.283
H 1.468 -2.553 -4.835
H 0.484 -2.936 -6.421
H -1.058 -3.718 -3.300
H 2.047 -1.127 -1.531
H 2.272 0.317 -2.717
H 0.810 3.173 -0.400
H 0.636 2.337 -2.070
H 2.158 5.025 -2.049
H 4.209 3.103 -3.114
H 2.988 -0.530 0.646
H 3.804 0.538 -0.660
H 2.047 3.459 1.359
H 3.297 4.920 3.409
H 5.259 4.106 5.990
H 6.968 3.919 5.182
H 5.775 5.364 4.645
H 6.662 1.417 3.790
H 5.406 -0.025 1.832
H 0.246 2.298 1.741
H -1.095 1.028 2.102
H 1.844 -0.158 2.756
H 1.189 1.279 3.773
H 1.759 -1.764 4.679
C 1.763 -7.329 -6.029
O 1.965 -5.940 -6.212
H 2.573 -7.874 -6.518
H 1.765 -7.560 -4.961
H 0.809 -7.621 -6.474
H 1.231 -5.483 -5.767
C 6.033 8.539 4.687
O 4.918 7.693 4.471
H 6.496 8.279 5.641
H 6.758 8.400 3.882
H 5.700 9.580 4.718
H 4.528 7.947 3.617
C -7.607 -0.192 2.652
O -7.480 0.908 3.534
H -6.730 -0.228 2.001
H -7.667 -1.118 3.229
H -8.506 -0.071 2.043
H -8.271 0.914 4.098
C 9.634 5.015 3.330
O 9.494 5.865 4.454
H 8.920 5.320 2.562
H 10.649 5.098 2.933
H 9.430 3.982 3.625
H 10.141 5.570 5.117
C -1.109 -5.807 1.520
O -1.850 -4.782 0.884
H -1.626 -6.759 1.378
H -0.112 -5.866 1.077
H -1.033 -5.593 2.589
H -1.368 -3.950 1.027
C 5.501 -5.479 -4.806
O 5.716 -5.276 -6.191
H 6.317 -5.012 -4.249
H 4.553 -5.021 -4.513
H 5.483 -6.550 -4.592
H 4.977 -5.701 -6.660
C 8.195 -4.547 -9.211
O 8.437 -5.426 -8.127
H 8.805 -4.858 -10.062
H 7.139 -4.589 -9.487
H 8.468 -3.529 -8.923
H 7.882 -5.125 -7.387
C 4.270 -3.760 1.176
O 4.397 -2.659 2.058
H 5.147 -3.796 0.525
H 4.210 -4.685 1.754
H 3.371 -3.638 0.567
H 3.605 -2.653 2.623
C -1.936 -6.252 5.317
O -2.676 -5.227 4.680
H -2.452 -7.205 5.175
H -0.938 -6.311 4.874
H -1.859 -6.038 6.386
H -2.194 -4.395 4.823
C -4.436 -2.797 -6.015
O -4.310 -1.696 -5.133
H -3.560 -2.833 -6.666
H -4.497 -3.723 -5.437
H -5.335 -2.675 -6.624
H -5.101 -1.690 -4.568
C -7.602 1.071 -1.572
O -6.995 0.139 -0.695
H -8.441 1.547 -1.059
H -6.872 1.833 -1.857
H -7.968 0.551 -2.461
H -6.255 -0.267 -1.177
C -4.835 0.595 -8.009
O -3.756 -0.319 -7.962
H -5.074 0.809 -9.053
H -5.708 0.156 -7.520
H -4.550 1.523 -7.505
H -3.566 -0.490 -7.023
C -9.084 -3.860 5.026
O -8.775 -3.327 3.752
H -9.269 -3.037 5.721
H -9.981 -4.481 4.954
H -8.243 -4.457 5.387
H -8.616 -4.080 3.157
C 6.029 -1.391 -5.205
O 4.959 -2.018 -5.888
H 5.694 -0.419 -4.835
H 6.339 -2.013 -4.362
H 6.866 -1.248 -5.892
H 5.286 -2.877 -6.204
C -2.331 6.860 -0.403
O -3.445 6.014 -0.619
H -1.867 6.600 0.551
H -1.605 6.722 -1.208
H -2.663 7.901 -0.372
H -3.836 6.268 -1.473
*
```

## Properties
ΔE to the lowest compared entry with this formula, charge and spin in eV: 19.363
Frontier orbital gap in eV: 7.145
HOMO in eV: -10.081